# 1
DFT (the ωB97M-V functional and the def2-TZVPD basis) results for a 7-piece molecular cluster, C20H44N6O6 overall in a non-equilibrium geometry.

Geometry as ORCA input:
```
! RIJCOSX wB97M-V def2-TZVPD def2/J DEFGRID3
* xyz 0 1
O -3.09 2.65 3.87
O 1.98 -5.21 -0.81
O -4.08 -1.53 0.39
O 1.72 -3.17 -4.46
O -0.44 -0.59 2.57
O -0.11 6.10 -2.69
N 1.21 4.22 -2.88
N -1.62 3.55 2.39
N -1.40 -0.62 4.60
N 1.49 1.08 -0.12
N 4.16 -4.68 -1.09
N -0.13 -2.35 -3.37
C 4.28 -5.10 -2.51
C -0.42 2.89 2.90
C 5.25 -3.85 -0.55
C 0.83 -3.29 -3.57
C -0.31 0.05 5.36
C -1.44 4.15 1.13
C -0.06 -1.02 -4.05
C -2.86 0.38 -0.54
C -2.79 3.48 3.01
C 0.25 3.20 -2.77
C -1.25 -2.59 -2.45
C 2.54 3.78 -3.30
C 3.04 -4.77 -0.39
C -2.56 -0.93 5.45
C 1.27 -0.08 -0.05
C 0.96 -1.55 0.00
C -3.73 -0.34 0.49
C -4.05 0.43 1.75
C 0.95 5.55 -2.80
C -1.43 -0.80 3.29
H 0.75 2.24 -2.72
H 0.15 -0.53 6.16
H 4.27 -4.20 -3.12
H -0.81 0.89 5.83
H -0.07 -1.58 0.35
H 3.30 -5.52 -2.76
H -2.38 4.22 0.57
H -3.32 -1.39 4.82
H -0.19 3.23 -3.77
H -1.32 -3.58 -2.01
H -2.38 1.31 -0.24
H 0.52 0.50 4.82
H 2.97 3.02 -2.66
H -2.21 -2.42 -2.94
H 5.07 -2.84 -0.91
H -0.77 3.67 0.43
H -2.33 -1.30 2.90
H 6.26 -4.07 -0.91
H -0.46 3.39 -1.96
H 0.63 -4.16 -2.93
H -0.99 5.10 1.42
H -0.55 2.44 3.88
H 3.24 -4.33 0.60
H -0.09 -0.23 -3.29
H -4.54 1.34 1.41
H -2.22 -1.68 6.17
H 0.87 -1.99 -1.00
H -4.82 0.00 2.39
H 5.05 -5.83 -2.72
H -2.07 -0.25 -0.95
H 2.53 3.30 -4.28
H 5.23 -3.90 0.54
H -3.34 0.66 -1.48
H 3.32 4.54 -3.36
H 0.86 -0.91 -4.62
H -3.16 0.69 2.33
H -0.90 -0.79 -4.70
H 1.59 -2.25 0.55
H -3.04 -0.14 6.04
H 1.82 6.20 -2.99
H -1.37 -1.96 -1.57
H -0.12 2.14 2.17
H -3.46 4.28 2.66
H 0.33 3.67 3.05
*
```

The LUMO energy is 0.55 eV. Its frontier orbital gap is 9.796 eV. As for the HOMO energy: -9.25 eV. The largest force on an atom comes out at 0.0674 hartree/bohr. The structure (SMILES) is CN(C)C=O.CN(C)C=O.CN(C)C=O.CN(C)C=O.CN(C)C=O.CC(C)=O.CC#N.

---

# 2
DFT (the ωB97M-V functional and the def2-TZVPD basis) results for an isolated ion of composition C3H10N3O and charge +1 in a non-equilibrium geometry.

Geometry as ORCA input:
```
! RIJCOSX wB97M-V def2-TZVPD def2/J DEFGRID3
* xyz 1 1
O 0.23 -0.77 -1.47
N -1.66 -0.26 -0.14
N -0.17 1.80 0.57
N 1.57 1.08 -0.70
C -0.26 -0.51 -0.20
C 0.45 0.87 -0.11
C 0.30 -1.29 0.93
H -1.01 1.49 1.01
H -0.32 -1.50 -1.94
H -2.04 -0.83 0.71
H 2.00 2.00 -0.90
H -2.14 -0.71 -0.93
H 1.72 0.31 -1.35
H -0.57 -1.86 1.44
H 0.33 2.67 0.73
H 0.53 -0.58 1.75
H 1.06 -1.91 0.61
*
```

The LUMO energy is -3.00 eV. Its frontier orbital gap is 11.650 eV. As for the HOMO energy: -14.65 eV. The value obtained for the energy above the lowest of the compared OMol25 structures with the same formula, charge and spin is 45.70 kcal per mole. The largest force on an atom comes out at 0.1039 hartree/bohr. The structure (SMILES) is C[C@](N)(O)C(N)=[NH2+].

---

# 3
DFT (the ωB97M-V functional and the def2-TZVPD basis) results for C36H33Cl5CrN2O2P2S as an isolated structure in a non-equilibrium geometry.

Geometry as ORCA input:
```
! RIJCOSX wB97M-V def2-TZVPD def2/J DEFGRID3
* xyz 1 4
Cr 0.57 -0.26 2.19
Cl -1.03 -5.39 5.71
Cl 2.15 -5.16 5.29
Cl 3.10 -3.10 3.14
Cl -1.64 -0.69 3.19
Cl -2.89 -2.97 4.96
S -0.33 2.24 -5.15
P -0.07 -1.18 -0.04
P 0.15 1.51 0.41
O 4.44 1.11 2.36
O 2.58 0.07 1.56
N -0.19 0.41 -0.88
N 1.18 0.92 3.89
C 3.21 -3.17 -1.45
C -4.08 -3.30 -0.23
C -2.00 2.75 1.91
C -2.93 -4.06 -0.02
C -3.06 3.80 -0.53
C 1.56 -3.01 3.76
C 3.50 4.60 -0.67
C 0.99 -2.30 -0.98
C -1.73 -3.43 0.14
C 2.70 0.77 3.91
C -1.81 3.15 -0.50
C 0.65 -1.97 3.48
C 2.38 -2.31 -0.72
C -3.79 3.94 0.64
C 1.04 -4.07 4.52
C -0.43 0.48 -4.75
C -1.37 2.51 0.65
C 1.30 4.13 0.21
C -3.23 3.43 1.86
C 2.72 2.26 -0.42
C -1.62 -2.07 -0.09
C 2.78 -3.95 -2.49
C -1.85 2.35 -6.17
C -1.19 -3.07 4.60
C 0.55 -3.21 -1.96
C 1.48 2.73 0.09
C 0.28 0.58 -2.29
C 1.38 -3.92 -2.76
C 3.71 3.21 -0.77
C -0.66 -2.03 3.82
C -3.98 -1.95 -0.43
C 3.30 0.66 2.52
C -0.82 0.22 -3.27
C 2.25 5.02 -0.16
C -0.37 -4.12 4.90
C -2.73 -1.31 -0.44
H 3.18 1.62 4.48
H -1.19 -0.03 -5.38
H -1.68 0.90 -3.00
H 0.90 1.89 3.77
H -1.89 1.43 -6.78
H 0.61 1.64 -2.46
H 3.49 -4.55 -3.08
H -1.18 3.08 -1.40
H 2.05 6.09 -0.12
H 0.82 0.49 4.74
H 2.78 -1.56 -0.03
H 4.29 -3.11 -1.15
H -1.52 2.53 2.91
H -2.74 -0.23 -0.56
H -1.76 3.25 -6.84
H -2.94 -5.16 0.02
H 0.55 0.01 -5.00
H 0.40 4.59 0.68
H -4.69 4.49 0.66
H -0.84 -3.99 0.40
H -3.45 4.27 -1.44
H 4.66 2.83 -1.14
H 2.94 -0.14 4.49
H 4.25 5.32 -0.98
H -3.84 3.66 2.76
H -1.16 -0.84 -3.12
H -2.81 2.49 -5.58
H 1.11 -0.09 -2.49
H 1.02 -4.39 -3.68
H -4.82 -1.29 -0.60
H 2.92 1.19 -0.49
H -5.07 -3.82 -0.18
H -0.52 -3.42 -1.99
*
```

The LUMO energy (spin up / spin down) is -3.26 / -3.10 eV. Its frontier orbital gap (spin up / spin down) is 7.515 / 7.670 eV. As for the HOMO energy (spin up / spin down): -10.77 / -10.77 eV. The value obtained for the energy above the lowest of the compared OMol25 structures with the same formula, charge and spin is 28.41 kcal per mole. The largest force on an atom comes out at 0.0660 hartree/bohr.

---

# 4
DFT (the ωB97M-V functional and the def2-TZVPD basis) results for C8H6MnO6 as an isolated structure in a non-equilibrium geometry.

Geometry as ORCA input:
```
! RIJCOSX wB97M-V def2-TZVPD def2/J DEFGRID3
* xyz 2 6
Mn 0.00 -0.79 -1.98
O -2.71 -0.15 -0.96
O -0.07 -0.24 0.07
O 0.05 5.22 -0.79
O 0.01 -0.27 -4.88
O 2.66 -0.10 -0.94
O -0.01 -3.50 -0.76
C 1.08 -0.70 2.14
C -1.78 -0.43 -1.63
C 0.00 -2.55 -1.44
C 1.76 -0.42 -1.60
C -1.05 0.65 2.11
C -0.02 -0.10 1.36
C 0.02 -0.63 -3.78
C -0.03 4.08 -0.84
H -0.88 0.49 3.18
H -2.06 0.29 1.85
H 2.04 -0.27 1.85
H 1.10 -1.78 1.96
H -0.99 1.72 1.89
H 0.90 -0.52 3.20
*
```

The LUMO energy (spin up / spin down) is -9.07 / -11.80 eV. Its frontier orbital gap (spin up / spin down) is 9.390 / 6.901 eV. As for the HOMO energy (spin up / spin down): -18.46 / -18.70 eV. The largest force on an atom comes out at 0.2460 hartree/bohr.

---

# 5
DFT (the ωB97M-V functional and the def2-TZVPD basis) results for C19H22N3O3PdS3 as an isolated structure.

Geometry as ORCA input:
```
! RIJCOSX wB97M-V def2-TZVPD def2/J DEFGRID3
* xyz -1 1
Pd 1.70 1.44 -0.99
S 2.15 2.78 1.27
S 3.43 1.91 -2.64
S 0.27 4.00 -0.79
O 0.93 -0.51 0.14
O 1.14 -2.69 0.56
O -0.71 -0.81 -1.83
N -0.44 2.09 0.79
N 3.98 -0.58 -1.79
N 4.69 1.14 -0.41
C 2.55 -4.12 -3.17
C 3.99 0.76 -1.52
C -0.11 -2.02 -1.39
C 4.76 0.24 0.73
C -1.50 3.60 -0.69
C 0.71 -1.73 -0.08
C 2.14 -2.16 -4.48
C 2.82 -3.35 -4.29
C 0.71 2.76 0.39
C -3.34 -4.89 -1.17
C -1.23 -3.04 -1.25
C -1.53 2.17 -0.17
C -1.27 -4.03 -0.27
C 1.59 -3.70 -2.25
C -3.31 -3.91 -2.15
C 0.91 -2.51 -2.44
C -2.26 -2.99 -2.18
C 1.18 -1.74 -3.56
C -2.32 -4.95 -0.23
H -0.02 -0.17 -1.53
H -1.41 1.45 -0.98
H 3.87 -1.20 -1.00
H -4.10 -3.85 -2.88
H -2.24 -2.22 -2.94
H 2.35 -1.54 -5.35
H -4.15 -5.60 -1.13
H -1.95 3.69 -1.67
H 5.40 -0.62 0.51
H 4.46 2.09 -0.16
H 3.38 -0.83 -2.56
H -2.48 1.95 0.33
H -1.98 4.28 0.01
H -2.33 -5.71 0.54
H 5.22 0.78 1.56
H 1.40 -4.29 -1.37
H 0.66 -0.81 -3.71
H 3.57 -3.67 -5.01
H 3.77 -0.10 1.05
H -0.23 1.17 1.16
H -0.47 -4.07 0.46
H 3.08 -5.05 -3.00
*
```

The LUMO energy is 2.66 eV. Its frontier orbital gap is 6.728 eV. As for the HOMO energy: -4.07 eV. The value obtained for the energy above the lowest of the compared OMol25 structures with the same formula, charge and spin is 11.71 kcal per mole. The largest force on an atom comes out at 0.0118 hartree/bohr.

---

# 6
DFT (the ωB97M-V functional and the def2-TZVPD basis) results for a 7-piece molecular cluster, H13O6S overall in a non-equilibrium geometry.

Geometry as ORCA input:
```
! RIJCOSX wB97M-V def2-TZVPD def2/J DEFGRID3
* xyz -1 1
S 0.53 -0.88 -0.79
O 4.07 -1.68 -1.31
O -0.43 2.34 -2.39
O -0.39 3.10 1.29
O -0.67 -2.99 1.38
O -2.89 0.68 -1.63
O -0.49 -0.15 2.89
H -0.19 2.71 -1.52
H 3.16 -1.75 -0.98
H -0.32 0.09 -0.33
H -1.14 2.50 1.28
H -0.45 -2.49 0.56
H 0.01 -0.04 2.08
H -0.38 -3.87 1.09
H -2.07 0.94 -1.21
H 0.20 1.66 -2.64
H 4.56 -1.28 -0.59
H 0.25 2.50 1.66
H -0.56 -1.11 2.93
H -2.82 -0.26 -1.78
*
```

The LUMO energy is 3.39 eV. Its frontier orbital gap is 7.666 eV. As for the HOMO energy: -4.28 eV. The value obtained for the energy above the lowest of the compared OMol25 structures with the same formula, charge and spin is 23.30 kcal per mole. The largest force on an atom comes out at 0.0250 hartree/bohr.

---

# 7
DFT (the ωB97M-V functional and the def2-TZVPD basis) results for C6H15NO2 as an isolated structure in a non-equilibrium geometry.

Geometry as ORCA input:
```
! RIJCOSX wB97M-V def2-TZVPD def2/J DEFGRID3
* xyz 0 1
O 2.12 0.53 0.63
O -0.68 -1.97 0.86
N 1.86 -1.50 -0.46
C -0.56 0.78 1.60
C -1.31 1.16 -1.40
C 1.39 -0.19 -0.30
C -0.24 0.11 -1.34
C 1.15 0.60 -1.57
C -1.22 -0.89 1.57
H -1.02 -1.87 -0.05
H 1.31 1.66 -1.39
H -2.05 1.14 -0.59
H 2.64 -1.76 0.14
H -0.25 0.95 2.63
H -0.97 -1.11 2.61
H 1.12 -2.17 -0.26
H 2.28 -0.06 1.38
H -2.29 -0.79 1.41
H -1.56 1.19 1.51
H 1.68 0.16 -2.41
H 0.00 1.53 1.05
H -0.93 2.19 -1.40
H -0.48 -0.74 -1.97
H -1.97 1.06 -2.27
*
```

The LUMO energy is 0.78 eV. Its frontier orbital gap is 8.071 eV. As for the HOMO energy: -7.30 eV. The value obtained for the energy above the lowest of the compared OMol25 structures with the same formula, charge and spin is 145.98 kcal per mole. The largest force on an atom comes out at 0.0781 hartree/bohr.

---

# 8
DFT (the ωB97M-V functional and the def2-TZVPD basis) results for a 2-piece molecular cluster, C2H4N2S overall in a non-equilibrium geometry.

Geometry as ORCA input:
```
! RIJCOSX wB97M-V def2-TZVPD def2/J DEFGRID3
* xyz 0 1
S -1.87 0.22 -0.53
N 0.46 -2.54 0.35
N 1.21 1.09 -0.42
C 0.12 -1.45 0.33
C -0.50 -0.21 0.37
H -0.41 0.19 1.35
H 0.73 1.92 -0.08
H 1.79 0.80 0.33
H -1.53 -0.03 -1.70
*
```

The LUMO energy (spin up / spin down) is -1.12 / -0.72 eV. Its frontier orbital gap (spin up / spin down) is 8.875 / 8.362 eV. As for the HOMO energy (spin up / spin down): -9.99 / -9.08 eV. The value obtained for the energy above the lowest of the compared OMol25 structures with the same formula, charge and spin is 77.88 kcal per mole. The largest force on an atom comes out at 0.0725 hartree/bohr.